Entry from the Open Molecules 2025 dataset: a 2-piece molecular cluster, C2H6N2O2 overall (the ωB97M-V functional and the def2-TZVPD basis).

Each line ends with the natural charge from an NBO analysis.
CARTESIAN COORDINATES (ANGSTROEM)
N 2.85717 -1.56526 -0.89102  -0.82
C 2.01293 -1.02549 0.02564  0.54
O 1.39387 0.00525 -0.14736  -0.62
H 2.96664 -2.54555 -1.01033  0.40
H 2.83518 -0.97378 -1.71742  0.40
H 1.88218 -1.62898 0.93964  0.11
N -1.52640 -0.01579 0.13245  -0.85
C -1.98650 1.27009 0.31220  0.53
O -3.07170 1.61669 0.69671  -0.59
H -2.21673 -0.70486 0.39325  0.38
H -0.54489 -0.16505 0.32825  0.42
H -1.23766 1.91878 -0.16941  0.10

Forces on the atoms, in the same order (eV/Å):
N -0.3 1.7 -0.3
C -0.6 -0.7 0.2
O 0.5 0.0 0.2
H 0.2 -0.5 0.2
H 0.3 -0.5 -0.2
H 0.1 0.0 0.0
N -1.1 0.3 0.6
C 0.9 -0.4 -1.4
O -0.2 -0.1 0.2
H 0.3 -0.3 0.3
H 0.0 -0.1 -0.3
H 0.0 0.7 0.6

Energy above the lowest of the compared OMol25 structures with the same formula, charge and spin, eV: 0.557
LUMO level, eV: 0.648
E, Ha: -339.81219
HOMO level, eV: -9.68

***

Entry from the Open Molecules 2025 dataset: C12H40NO14PS4Si2 as an isolated structure (the ωB97M-V functional and the def2-TZVPD basis).

Each line ends with the Löwdin charge.
CARTESIAN COORDINATES (ANGSTROEM)
N -2.31986 1.87056 -7.82668  -0.17
Si -0.68895 2.18362 -7.15340  0.45
O -0.38516 1.59778 -5.53965  -0.52
Si -1.79759 1.00873 -4.70724  0.45
P -2.07666 2.24222 -2.86045  0.61
O -1.83157 1.35311 -1.53922  -0.60
H -2.52954 0.85006 -7.95511  0.04
H -3.08421 2.36695 -7.30841  0.02
H -0.33308 3.60969 -7.27616  -0.04
H 0.26820 1.47834 -8.04411  -0.04
H -3.04353 1.01339 -5.44925  -0.07
H -1.46654 -0.34629 -4.19677  -0.03
H -1.04284 3.26777 -2.82841  -0.01
H -3.38143 2.84810 -2.78016  -0.02
O 1.88982 -3.44619 -6.54778  -0.29
S 2.46733 -3.76086 -5.26050  0.62
O 1.68250 -4.31973 -4.17982  -0.29
O 3.26749 -2.45266 -4.70398  -0.27
C 2.55517 -1.22989 -4.56582  -0.27
C 1.61486 -1.26131 -3.37486  -0.08
C 3.87959 -4.80734 -5.51098  -0.12
H 2.01723 -0.98998 -5.48929  0.11
H 3.29817 -0.43997 -4.41127  0.13
H 0.81690 -1.99550 -3.52070  0.07
H 1.14586 -0.28573 -3.22225  0.07
H 2.15271 -1.54578 -2.46475  0.09
H 4.50495 -4.38267 -6.29805  0.07
H 3.51420 -5.79193 -5.81153  0.08
H 4.43140 -4.88821 -4.57262  0.08
O -3.08758 -2.69175 3.15770  -0.30
S -3.63571 -1.35620 3.23164  0.64
O -4.96365 -1.04055 2.74884  -0.28
O -2.57492 -0.30987 2.56735  -0.27
C -2.15759 -0.52726 1.22561  -0.27
C -3.25120 -0.17252 0.23479  -0.10
C -3.51009 -0.78158 4.90687  -0.11
H -1.81887 -1.55991 1.08914  0.12
H -1.29303 0.12153 1.04807  0.12
H -4.10962 -0.84312 0.33691  0.07
H -2.88719 -0.25180 -0.79294  0.05
H -3.61463 0.84555 0.40787  0.09
H -2.50259 -0.97689 5.27791  0.05
H -4.24287 -1.33099 5.50223  0.08
H -3.73753 0.28572 4.93323  0.08
O 1.83308 -0.10284 5.07399  -0.29
S 2.37434 -1.33945 4.55685  0.63
O 2.63961 -1.53440 3.14697  -0.28
O 1.46530 -2.58255 5.09510  -0.26
C 0.07150 -2.57513 4.81412  -0.26
C -0.20756 -2.89668 3.35732  -0.07
C 3.85625 -1.73070 5.45309  -0.12
H -0.37510 -1.61705 5.10111  0.10
H -0.38787 -3.34584 5.44251  0.13
H 0.18015 -2.11386 2.69860  0.07
H -1.28211 -2.98264 3.17569  0.03
H 0.28009 -3.83303 3.06757  0.09
H 3.66625 -1.62577 6.52257  0.07
H 4.63032 -1.02722 5.13816  0.08
H 4.16035 -2.74979 5.20708  0.08
O 2.22140 3.91309 1.40098  -0.29
S 1.31298 4.66705 2.23520  0.62
O 1.72137 5.23254 3.50390  -0.29
O -0.04552 3.79345 2.46467  -0.26
C 0.07140 2.49257 3.02656  -0.27
C 0.38155 2.54987 4.51117  -0.08
C 0.59209 5.96566 1.26241  -0.13
H 0.82221 1.90511 2.48721  0.12
H -0.89257 1.99226 2.88391  0.11
H 1.36878 2.98539 4.69207  0.07
H 0.37375 1.54879 4.95026  0.05
H -0.34815 3.17575 5.03492  0.09
H 0.24328 5.55184 0.31480  0.07
H 1.36634 6.71503 1.08291  0.08
H -0.23187 6.41193 1.82229  0.07

Forces on the atoms, in the same order (eV/Å):
N 0.6 -0.1 1.4
Si 0.1 -0.9 -0.3
O -3.0 0.1 -0.8
Si 2.5 -0.2 -0.5
P 1.4 -1.8 5.2
O -0.5 2.5 -4.1
H 0.0 1.5 0.2
H 0.8 -0.9 -0.9
H -0.4 0.1 0.4
H -0.2 -0.1 0.3
H -0.3 0.0 -0.2
H -0.2 0.3 -0.1
H -1.1 -0.2 -0.5
H 0.7 0.1 -0.4
O 0.0 -0.1 1.0
S 0.3 0.2 0.4
O 0.3 0.5 -1.1
O 0.1 -1.4 -0.6
C -0.7 0.9 0.3
C -0.3 -0.2 0.1
C 0.1 0.1 0.0
H 0.1 -0.2 0.0
H 0.1 -0.4 -0.1
H 0.1 0.1 0.0
H 0.1 0.0 0.0
H 0.0 0.1 -0.1
H -0.1 0.0 0.1
H -0.1 0.2 0.1
H -0.1 0.1 -0.1
O -1.3 0.8 -0.2
S 0.0 1.0 -0.3
O 1.1 -0.7 0.4
O -0.7 -0.7 1.6
C 0.1 -0.1 -1.5
C -0.6 -0.5 0.0
C 0.1 0.1 0.0
H -0.1 0.1 0.2
H -0.1 0.0 0.3
H 0.1 0.0 0.1
H 0.0 0.1 0.4
H 0.2 -0.1 -0.1
H -0.1 0.0 -0.1
H 0.1 0.0 -0.2
H 0.0 -0.2 -0.1
O 0.2 -0.9 -0.6
S 0.0 -0.8 -0.1
O -0.4 0.5 1.2
O 1.3 0.8 0.2
C -1.1 -0.1 -0.7
C 0.1 0.0 -0.3
C -0.1 -0.1 0.1
H 0.2 0.0 0.0
H 0.4 0.1 0.1
H 0.0 -0.1 0.1
H 0.7 -0.1 0.2
H 0.0 0.1 0.1
H 0.0 0.0 -0.2
H -0.2 0.0 -0.1
H -0.1 0.2 0.0
O -0.4 0.5 0.9
S -0.6 -0.3 0.2
O 0.0 -0.6 -1.1
O 0.7 1.3 -0.7
C 0.2 -1.1 0.7
C 0.1 0.1 0.3
C -0.2 -0.1 0.0
H 0.0 0.2 0.0
H 0.1 0.3 -0.2
H -0.1 -0.1 0.0
H -0.1 0.2 -0.2
H 0.0 -0.1 -0.1
H 0.1 0.0 0.2
H 0.0 -0.2 0.1
H 0.1 -0.1 0.0

LUMO level, eV: -0.214
E, Ha: -4102.40189
HOMO level, eV: -9.79

***

Entry from the Open Molecules 2025 dataset: a 8-piece molecular cluster, C40H92FN2O14PS3 overall (the ωB97M-V functional and the def2-TZVPD basis).

Each line ends with the Löwdin charge.
CARTESIAN COORDINATES (ANGSTROEM)
C -6.02642 -3.98522 2.43642  -0.12
C -4.58827 -3.47705 2.45327  -0.27
C -4.40069 -2.29335 3.40254  -0.22
C -2.93195 -2.05574 3.77712  -0.21
C -2.60398 -0.57364 3.94534  -0.21
C -1.26363 -0.29958 4.63018  -0.19
C -0.09617 -1.12725 4.08322  -0.23
C 0.07942 -0.84862 2.59159  -0.13
C 1.34037 -1.28873 1.83062  -0.37
O 2.45984 -0.39657 1.99331  -0.07
N 2.39305 0.44937 3.13496  0.01
O 3.33955 1.11519 3.18202  0.10
C 1.81377 -2.70974 2.19026  -0.34
P 2.64673 -2.86489 3.86510  0.91
O 2.76179 -4.51353 3.82341  -0.27
O 4.15483 -2.37267 3.47593  -0.28
C 0.66133 -3.70217 2.04045  -0.20
S -0.05762 -3.67039 0.42142  0.62
O -1.43529 -4.02792 0.49908  -0.26
O 0.81916 -4.38690 -0.45233  -0.25
O -0.05639 -2.14665 -0.00267  -0.20
C 1.05049 -1.21908 0.29033  -0.35
C 0.45583 0.11781 -0.17426  -0.08
C 1.35726 1.32583 -0.31487  -0.15
F 1.45267 2.01881 0.89474  -0.05
C 2.25887 -1.58529 -0.57203  -0.11
C 2.01430 -1.51721 -2.08839  -0.16
C 2.64893 -2.70681 -2.81578  -0.17
C 2.79762 -2.46914 -4.32177  -0.18
N 4.03841 -3.08029 -4.84813  -0.23
C 3.85258 -3.65700 -6.19835  -0.21
C 3.18912 -5.04870 -6.14427  -0.19
C 3.41037 -5.81009 -4.83924  -0.25
C 4.88978 -6.06468 -4.52331  -0.10
C 5.09311 -2.12856 -4.82720  -1.08
S 6.31496 -2.25517 -3.78225  0.80
S 4.97993 -0.84800 -6.04949  0.90
C 5.38148 0.74960 -5.25018  -0.46
C 5.22588 0.88890 -3.72921  -0.32
C 6.55528 1.08268 -3.00296  -0.13
H -6.25712 -4.54494 3.34356  0.07
H -6.72881 -3.15084 2.37701  0.07
H -6.21566 -4.63133 1.57936  0.07
H -3.91853 -4.28154 2.76884  0.11
H -4.28271 -3.19623 1.44298  0.10
H -4.98106 -2.49605 4.30683  0.11
H -4.80751 -1.38660 2.94739  0.11
H -2.69093 -2.60617 4.69212  0.12
H -2.31740 -2.49726 2.98422  0.09
H -2.63985 -0.10259 2.95689  0.12
H -3.39738 -0.10506 4.52723  0.09
H -1.00487 0.76066 4.55347  0.11
H -1.36441 -0.53298 5.69375  0.11
H 0.80130 -0.88609 4.64739  0.07
H -0.32242 -2.17857 4.27364  0.09
H -0.00259 0.23259 2.46983  0.12
H -0.77571 -1.26622 2.05926  0.12
H 2.58988 -3.02175 1.49008  0.11
H 3.64524 -4.87236 3.95028  0.06
H 4.65800 -2.95459 2.89249  0.07
H 1.04539 -4.71979 2.09096  0.11
H -0.13100 -3.58941 2.77661  0.10
H -0.38289 0.41538 0.45235  0.12
H 0.01831 -0.07857 -1.15324  0.11
H 2.36730 1.08768 -0.64699  0.11
H 0.91190 2.01730 -1.03124  0.13
H 3.07142 -0.91577 -0.28918  0.13
H 2.59946 -2.59292 -0.34719  0.10
H 0.94187 -1.52601 -2.29030  0.11
H 2.42324 -0.59224 -2.50338  0.10
H 3.63531 -2.91771 -2.39703  0.11
H 2.01581 -3.57685 -2.64122  0.10
H 1.95657 -2.89536 -4.86829  0.13
H 2.79477 -1.39141 -4.52067  0.10
H 3.23546 -2.98911 -6.80873  0.10
H 4.83406 -3.73256 -6.66601  0.11
H 2.11662 -4.93092 -6.31420  0.10
H 3.59445 -5.63898 -6.96817  0.11
H 2.93434 -5.27191 -4.02073  0.08
H 2.88739 -6.76436 -4.93199  0.10
H 5.07076 -7.09971 -4.23561  0.07
H 5.24967 -5.41066 -3.73145  0.05
H 5.52268 -5.85882 -5.38845  0.07
H 4.69660 1.42806 -5.75575  0.07
H 6.40039 1.01662 -5.53014  0.06
H 4.61548 1.77704 -3.55036  0.10
H 4.67376 0.04753 -3.31056  0.06
H 7.30303 0.38312 -3.37146  0.04
H 6.93751 2.08758 -3.19204  0.08
H 6.44748 0.95215 -1.92734  0.07
C 10.34824 -5.02082 -2.70792  -0.09
C 9.24099 -4.54345 -3.62849  -0.34
O 8.20077 -5.50015 -3.77652  -0.09
H 10.76921 -5.95752 -3.07426  0.07
H 11.14689 -4.28059 -2.64054  0.07
H 9.96360 -5.19633 -1.70018  0.07
H 9.62405 -4.37809 -4.63529  0.11
H 8.83304 -3.59242 -3.26900  0.07
H 7.80664 -5.65924 -2.91322  0.08
C -4.80295 3.75320 6.36336  -0.08
C -4.56604 2.27740 6.11550  -0.32
O -4.44021 1.97083 4.72790  -0.10
H -5.70060 4.09598 5.84995  0.06
H -4.92129 3.95682 7.42853  0.08
H -3.96005 4.34531 5.99680  0.08
H -5.41067 1.68635 6.46822  0.11
H -3.67160 1.93925 6.65233  0.11
H -3.69076 2.46803 4.38443  0.08
C 7.26522 1.01696 -8.97614  -0.08
C 6.11466 1.48237 -9.84914  -0.32
O 5.01103 0.58452 -9.79053  -0.08
H 7.59027 0.02064 -9.27572  0.08
H 8.11578 1.69753 -9.03840  0.07
H 6.94732 0.96310 -7.93177  0.05
H 6.41187 1.52119 -10.89644  0.11
H 5.79760 2.48937 -9.55454  0.11
H 4.72419 0.54504 -8.87207  0.05
C -8.04639 7.25017 3.70938  -0.09
C -7.84587 5.92231 4.41228  -0.32
O -7.46653 6.07327 5.77632  -0.10
H -7.13401 7.84598 3.75135  0.08
H -8.30632 7.10363 2.66275  0.05
H -8.84510 7.81936 4.19284  0.08
H -7.03869 5.35841 3.94267  0.11
H -8.75770 5.31821 4.34486  0.11
H -8.16194 6.55143 6.24505  0.06
C -6.52592 8.97028 9.64886  -0.09
C -7.33898 7.77501 9.19215  -0.31
O -7.86011 7.94695 7.87819  -0.10
H -7.13147 9.87640 9.62022  0.07
H -6.16136 8.82500 10.66668  0.07
H -5.66127 9.12067 8.99838  0.07
H -8.20691 7.63210 9.83498  0.11
H -6.73449 6.86281 9.23726  0.11
H -7.11654 8.05335 7.27345  0.08
C -8.10618 7.05145 -1.44231  -0.09
C -7.04085 7.75662 -0.62552  -0.32
O -6.86362 7.16872 0.65997  -0.09
H -9.05849 7.05645 -0.91147  0.07
H -8.24230 7.53977 -2.40818  0.07
H -7.82794 6.01108 -1.62659  0.07
H -7.32525 8.79068 -0.43373  0.11
H -6.09032 7.76788 -1.16961  0.11
H -6.59314 6.25349 0.53418  0.08
C -3.00345 -0.99905 -1.23995  -0.08
C -3.36680 -0.99779 -2.71010  -0.31
O -2.21289 -1.16422 -3.53320  -0.08
H -2.28600 -0.20509 -1.03453  0.06
H -3.87888 -0.84806 -0.60534  0.08
H -2.54267 -1.94941 -0.96364  0.06
H -3.80498 -0.04551 -3.00768  0.11
H -4.09828 -1.78353 -2.92596  0.11
H -1.81648 -2.01315 -3.31034  0.08

Forces on the atoms, in the same order (eV/Å):
C 0.0 0.1 -0.1
C -0.1 0.0 0.1
C 0.1 -0.2 0.0
C -0.1 0.0 -0.2
C 0.0 -0.2 0.1
C 0.0 -0.2 0.0
C -0.1 0.1 0.0
C 0.0 0.3 0.1
C -0.1 -0.1 0.0
O 0.1 0.0 0.0
N -0.1 -0.1 -0.1
O 0.1 0.1 0.0
C -0.3 -0.2 -0.1
P 0.0 0.2 0.1
O 0.0 0.0 -0.3
O 0.1 -0.3 0.3
C 0.2 -0.2 0.0
S 0.1 0.0 -0.1
O -0.2 -0.1 -0.1
O 0.2 -0.1 -0.1
O -0.1 0.3 0.3
C 0.2 0.1 -0.2
C -0.1 0.0 -0.1
C 0.0 0.0 0.0
F 0.0 -0.1 0.0
C 0.1 0.0 -0.1
C 0.0 -0.2 0.0
C -0.1 0.2 -0.1
C 0.1 -0.2 0.3
N -0.2 0.4 -0.6
C -0.1 -0.2 0.2
C 0.0 0.3 0.2
C 0.1 -0.2 -0.2
C 0.0 0.1 -0.1
C 0.2 -0.2 0.2
S 0.0 0.1 0.2
S -0.5 0.1 -0.1
C 0.5 -0.1 0.2
C -0.1 0.1 0.0
C 0.1 0.1 -0.3
H 0.0 0.0 0.0
H 0.0 0.0 0.0
H 0.0 -0.1 0.0
H 0.0 -0.1 -0.1
H 0.1 0.0 0.0
H 0.0 0.2 0.0
H -0.1 0.0 0.0
H 0.0 0.0 0.0
H 0.1 0.0 0.0
H 0.0 0.0 0.0
H 0.0 0.1 -0.1
H -0.1 0.0 0.0
H 0.0 0.1 0.0
H 0.0 0.0 0.0
H 0.2 -0.1 0.0
H 0.0 0.0 -0.1
H 0.0 0.0 0.0
H 0.1 0.1 0.0
H 0.0 0.0 0.2
H -0.1 0.1 -0.3
H 0.0 -0.1 0.2
H -0.1 0.1 -0.1
H -0.1 -0.1 0.0
H 0.1 0.0 0.0
H 0.0 0.0 0.1
H 0.0 0.0 0.0
H 0.1 0.0 0.0
H -0.1 0.0 0.1
H 0.0 0.1 -0.1
H -0.1 0.1 0.0
H 0.0 0.0 0.0
H 0.2 -0.1 0.1
H 0.0 0.0 0.0
H 0.0 0.0 -0.1
H 0.1 0.0 -0.2
H 0.1 0.0 0.0
H 0.0 -0.1 0.0
H -0.1 0.0 -0.1
H 0.0 0.0 0.1
H -0.1 0.0 0.0
H 0.0 0.0 0.1
H 0.0 0.0 0.0
H 0.0 -0.1 0.0
H 0.0 0.0 -0.1
H 0.0 0.0 -0.1
H -0.1 -0.1 0.0
H 0.0 -0.1 0.0
H 0.0 -0.1 0.1
H 0.0 0.0 0.1
H 0.0 0.0 0.0
C 0.0 -0.1 0.0
C 0.0 0.0 0.0
O 0.1 0.0 0.0
H 0.0 0.0 0.0
H 0.0 0.0 0.0
H 0.0 0.0 0.0
H 0.0 0.0 0.0
H 0.0 0.0 0.0
H 0.0 0.0 0.0
C 0.0 0.0 -0.1
C 0.1 0.0 0.0
O -0.1 0.1 0.1
H 0.0 0.0 0.0
H 0.0 0.0 0.0
H 0.0 0.0 0.0
H 0.0 0.0 0.0
H 0.0 0.0 0.0
H 0.0 0.0 0.0
C 0.0 0.0 0.0
C 0.0 0.0 0.1
O 0.0 0.1 0.0
H 0.0 0.0 0.0
H 0.0 0.0 0.0
H 0.0 0.0 0.0
H 0.0 0.0 0.0
H 0.0 0.0 0.0
H -0.1 -0.1 0.0
C 0.0 0.0 0.2
C -0.1 0.0 0.0
O 0.0 0.0 -0.1
H 0.0 0.0 0.0
H 0.0 0.0 0.0
H 0.0 0.0 0.0
H 0.0 0.0 0.0
H 0.0 0.0 0.0
H 0.0 -0.1 0.1
C 0.0 0.0 0.0
C 0.0 0.0 0.0
O 0.0 0.1 0.0
H 0.0 0.0 0.0
H 0.0 0.0 0.0
H 0.0 0.0 0.0
H 0.0 0.0 0.0
H 0.0 0.0 0.0
H 0.0 0.0 0.0
C 0.0 0.0 0.1
C 0.0 0.0 0.0
O 0.0 0.0 -0.1
H 0.0 0.0 0.0
H 0.0 0.0 0.0
H 0.0 0.0 0.0
H 0.0 0.0 0.0
H 0.0 0.0 0.0
H 0.0 0.0 0.0
C 0.0 0.0 0.0
C 0.0 -0.1 0.0
O 0.0 0.0 0.0
H 0.0 0.0 0.0
H 0.0 0.0 0.0
H 0.0 0.0 0.1
H 0.0 0.0 0.0
H 0.0 0.0 0.0
H 0.0 0.0 0.0

LUMO level, eV: -0.339
E, Ha: -4377.77611
HOMO level, eV: -8.60